11
Properties=species:S:1:pos:R:3 method="wB97M-V/def2-TZVPD" multiplicity=1 max_force_ha_per_bohr=0.0541 e_tot_ev=-10249.4778 e_above_lowest_kj_mol=268.9
C 0.66049 0.27325 1.14040
C -0.93520 -0.37465 -0.65100
C 0.08586 -0.84253 0.29782
O 1.12940 1.28354 0.38377
N -2.04329 0.13491 -0.80749
N 0.30628 -0.89477 -1.14266
O 0.74606 0.24994 2.33683
H 1.51426 1.96695 0.95386
H -2.38285 0.24610 -1.75850
H 0.96391 -0.26366 -1.57906
H -0.04491 -1.77908 0.82602